1.
{"formula": "C11H74NO25", "method": "the ωB97M-V functional and the def2-TZVPD basis", "species": ["C", "C", "C", "C", "N", "C", "C", "C", "C", "C", "C", "C", "H", "H", "H", "H", "H", "H", "H", "H", "H", "H", "H", "H", "H", "H", "H", "H", "H", "H", "H", "H", "H", "H", "H", "H", "O", "H", "H", "O", "H", "H", "O", "H", "H", "O", "H", "H", "O", "H", "H", "O", "H", "H", "O", "H", "H", "O", "H", "H", "O", "H", "H", "O", "H", "H", "O", "H", "H", "O", "H", "H", "O", "H", "H", "O", "H", "H", "O", "H", "H", "O", "H", "H", "O", "H", "H", "O", "H", "H", "O", "H", "H", "O", "H", "H", "O", "H", "H", "O", "H", "H", "O", "H", "H", "O", "H", "H", "O", "H", "H"], "positions_angstrom": [[-2.012, -22.662, -1.988], [-2.769, -24.009, -1.873], [-3.875, -23.877, -0.774], [-4.779, -25.038, -0.653], [-5.827, -25.176, 0.467], [-6.990, -24.382, -0.071], [-7.799, -23.939, 1.136], [-6.819, -24.051, 2.306], [-5.570, -24.330, 1.646], [-6.166, -26.602, 0.878], [-5.025, -27.281, 1.715], [-5.229, -28.862, 1.868], [-2.588, -22.016, -2.651], [-1.148, -22.899, -2.583], [-1.734, -22.185, -1.115], [-2.000, -24.744, -1.516], [-3.278, -24.460, -2.777], [-4.547, -23.021, -1.209], [-3.357, -23.384, 0.180], [-4.032, -25.854, -0.585], [-5.129, -25.253, -1.567], [-7.696, -24.910, -0.681], [-6.530, -23.390, -0.645], [-8.670, -24.575, 1.281], [-8.178, -22.934, 0.982], [-7.183, -24.762, 3.070], [-6.797, -23.184, 2.680], [-4.725, -24.862, 2.404], [-5.210, -23.432, 1.407], [-6.257, -27.198, 0.025], [-6.900, -26.795, 1.475], [-5.099, -27.067, 2.538], [-4.027, -27.121, 1.327], [-4.343, -29.157, 2.277], [-5.255, -29.346, 0.900], [-6.007, -29.156, 2.340], [-4.819, -28.892, -1.860], [-4.416, -29.658, -2.109], [-5.724, -28.854, -2.257], [-11.236, -23.250, 0.379], [-10.869, -24.023, -0.087], [-11.016, -23.169, 1.338], [-8.328, -29.873, 3.149], [-8.295, -30.162, 2.254], [-9.328, -29.671, 3.247], [-5.422, -20.388, -0.546], [-4.910, -19.646, -0.687], [-5.556, -20.468, 0.398], [-1.118, -26.418, -4.303], [-1.994, -26.259, -4.496], [-1.167, -26.496, -3.383], [-2.351, -30.895, 3.727], [-1.600, -30.665, 3.354], [-2.869, -30.091, 3.871], [-3.875, -25.733, 4.695], [-3.648, -26.538, 5.028], [-3.001, -25.433, 4.272], [-3.232, -18.708, -2.856], [-3.780, -19.354, -3.183], [-4.042, -18.013, -2.580], [-4.192, -23.300, -5.117], [-3.218, -23.066, -5.065], [-4.682, -23.049, -5.889], [-6.618, -23.574, -3.489], [-5.781, -23.590, -3.730], [-6.654, -22.713, -3.188], [-4.638, -20.465, -4.368], [-5.085, -20.042, -5.129], [-4.697, -21.489, -4.646], [-9.844, -23.389, -2.709], [-8.984, -23.235, -3.051], [-9.663, -24.308, -2.331], [0.504, -23.901, -0.239], [0.013, -24.505, 0.256], [0.924, -24.544, -0.896], [-8.665, -20.033, 1.153], [-9.161, -20.443, 0.321], [-8.847, -19.138, 1.029], [-7.845, -25.963, -2.813], [-7.951, -26.545, -3.628], [-7.286, -25.188, -2.821], [0.992, -21.353, 0.213], [0.826, -22.309, -0.008], [1.752, -21.487, -0.427], [-1.672, -22.394, -5.576], [-1.668, -23.211, -5.977], [-0.837, -22.323, -5.371], [-2.919, -22.396, 2.770], [-3.500, -22.314, 3.435], [-2.488, -21.430, 2.656], [-7.863, -30.465, 0.457], [-7.639, -30.016, -0.204], [-7.500, -31.197, 0.234], [-6.727, -26.359, 4.834], [-5.832, -26.107, 4.504], [-7.239, -25.702, 5.009], [-9.416, -27.005, 2.545], [-9.966, -27.376, 1.838], [-8.553, -27.492, 2.551], [0.335, -22.474, -4.223], [0.498, -21.732, -3.831], [1.142, -22.592, -4.599], [-3.958, -26.796, -3.597], [-4.632, -26.978, -4.414], [-4.212, -27.431, -3.096], [-7.817, -28.751, -1.800], [-7.580, -27.889, -1.888], [-8.552, -28.876, -2.246], [-0.727, -27.389, -1.462], [-1.404, -28.048, -1.093], [-0.064, -27.166, -0.768]], "atomic_forces_ev_per_a": [[-1.467, -1.822, -3.505], [-0.218, -0.958, 1.554], [-0.115, 4.997, 0.239], [3.630, -2.596, 3.638], [-0.636, 1.079, -1.288], [-0.344, 2.853, -0.932], [-0.443, -0.205, -0.047], [-3.112, -5.924, -1.406], [3.739, -4.921, 3.907], [6.811, 0.143, -2.023], [0.223, -5.538, -15.012], [3.569, 3.788, -5.581], [-0.115, 0.461, 0.359], [0.614, 0.116, 0.027], [0.323, 0.722, 1.957], [-0.763, 0.136, -0.340], [0.999, 0.907, 0.559], [1.232, -0.873, 0.998], [-1.350, -1.538, -1.683], [-0.647, -0.348, 0.797], [-2.467, -0.529, -3.168], [0.525, -0.689, -0.910], [-1.118, -2.846, 1.392], [0.034, -0.160, 0.027], [0.051, 0.163, 0.081], [0.367, 0.148, -0.585], [0.506, 6.569, 3.493], [-2.230, 1.396, -2.272], [2.003, 3.162, -1.742], [-0.322, -0.498, -1.747], [-5.321, 0.439, 3.197], [-0.992, 5.107, 15.475], [0.096, 0.210, -0.152], [2.186, -1.166, 1.540], [-0.010, 0.001, -0.412], [-5.278, -1.582, 3.673], [-2.608, 3.847, 0.746], [1.535, -3.456, -1.212], [0.950, -0.590, 0.528], [0.019, 0.390, 0.382], [-0.065, 0.537, 1.083], [0.020, -0.831, -1.400], [-2.817, 1.174, 1.395], [0.344, -0.563, -1.463], [2.512, -0.462, 0.141], [-1.802, -2.769, 0.185], [1.864, 2.454, -0.455], [-0.079, 0.207, 0.207], [2.847, -0.072, -1.350], [-3.154, 0.470, -1.069], [0.406, -0.419, 2.431], [-5.949, -1.440, 2.806], [5.703, 1.772, -2.780], [0.251, -0.350, -0.013], [1.280, 4.092, -2.729], [0.792, -3.729, 1.826], [-2.024, -0.354, 0.886], [-1.774, 5.676, 2.883], [-1.727, -3.103, -1.699], [3.631, -2.389, -1.022], [0.406, -0.437, 1.808], [-1.293, 0.409, -0.709], [0.546, 0.232, -0.975], [-5.672, -2.127, 1.143], [6.772, -0.927, -2.423], [-0.830, 3.190, 1.324], [-1.112, -3.222, -1.766], [0.412, -0.026, 0.627], [0.596, 3.072, 1.132], [-0.410, -2.393, 1.533], [1.247, 0.666, -0.898], [-0.771, 1.587, -0.767], [2.060, -1.232, -2.940], [-1.581, -1.149, 1.781], [-0.576, 1.688, 0.947], [-1.196, -3.778, -2.617], [1.576, 1.099, 2.707], [-0.371, 2.556, -0.097], [-1.326, -2.716, -0.023], [0.740, 2.168, 1.232], [0.558, 0.444, -1.364], [1.708, -1.897, -2.182], [-1.313, 0.723, 1.359], [-0.338, 1.862, 1.012], [-7.772, 1.459, -1.391], [-0.248, -2.997, -1.868], [6.936, 1.209, 2.457], [4.705, 2.755, -4.356], [-3.260, 0.607, 3.915], [-1.473, -3.432, 0.431], [-5.926, 1.188, 9.800], [2.347, 7.245, -8.570], [3.517, -8.548, -1.340], [5.897, -7.134, -2.402], [-1.225, 0.340, 0.724], [-4.647, 6.787, 1.737], [0.892, -0.184, -0.284], [0.412, -0.051, 0.266], [-1.371, 0.182, 0.130], [-3.145, -5.927, -1.649], [0.625, 7.496, 4.377], [3.881, -1.490, -2.195], [-0.510, 6.029, -8.684], [2.680, 1.058, 2.650], [-2.217, -6.945, 6.020], [4.850, -3.093, 3.633], [0.820, 4.399, -0.335], [-5.692, -1.040, -3.370], [-0.850, -0.808, 1.155], [1.786, 1.495, -0.521], [-0.960, -0.692, -0.588]], "lowdin_charge": [-0.07, -0.22, -0.20, -0.13, -0.12, -0.09, -0.11, -0.13, -0.14, -0.01, -0.11, 0.02, 0.07, 0.04, 0.05, 0.09, 0.10, 0.12, 0.15, 0.14, 0.07, 0.10, 0.19, 0.10, 0.11, 0.12, 0.06, 0.20, 0.07, 0.11, 0.06, -0.07, 0.12, 0.03, 0.07, -0.01, -0.01, 0.01, 0.05, -0.08, 0.02, 0.06, -0.08, -0.05, 0.09, -0.02, -0.02, 0.03, -0.01, -0.05, -0.05, 0.02, -0.06, 0.04, -0.03, -0.01, 0.11, -0.10, -0.11, 0.14, -0.07, 0.04, 0.05, 0.05, -0.06, 0.03, -0.11, 0.06, 0.07, -0.05, -0.02, 0.05, -0.03, 0.02, 0.12, -0.09, 0.11, -0.01, -0.08, 0.11, -0.02, -0.12, -0.03, 0.05, 0.05, 0.03, -0.09, -0.06, -0.05, 0.14, 0.13, -0.10, -0.02, 0.02, 0.02, -0.07, -0.07, 0.04, 0.02, 0.09, -0.01, 0.04, -0.01, 0.16, -0.14, 0.07, -0.04, 0.00, -0.08, 0.09, 0.05], "homo_energy_ev": -12.5, "de_lowest_kcal_mol": 137.9, "orbital_gap_ha": 0.3621, "total_charge": 1, "energy_ev": -65267.83948}

---

2.
{"formula": "C11H7BrN3O7Pt", "method": "the ωB97M-V functional and the def2-TZVPD basis", "species": ["Pt", "O", "C", "C", "O", "C", "C", "O", "C", "O", "O", "Br", "C", "C", "C", "C", "C", "N", "C", "O", "O", "H", "H", "H", "N", "N", "H", "H", "H", "H"], "positions_angstrom": [[0.229, 0.440, -0.328], [4.888, 0.685, 3.870], [3.984, 0.609, 3.063], [4.071, 0.954, 1.594], [5.092, 1.202, 0.972], [2.705, 0.846, 1.079], [1.830, 0.328, 2.085], [0.621, 0.027, 1.845], [2.567, 0.149, 3.345], [2.152, -0.305, 4.398], [2.310, 1.097, -0.103], [0.163, -2.861, -0.887], [-1.515, -2.045, -0.482], [-2.593, -2.794, -0.070], [-3.803, -2.129, 0.120], [-3.852, -0.757, -0.097], [-2.706, -0.090, -0.493], [-1.543, -0.734, -0.688], [-2.650, 1.420, -0.789], [-3.708, 2.028, -0.849], [-1.489, 1.878, -0.981], [-2.493, -3.858, 0.075], [-4.685, -2.684, 0.408], [-4.763, -0.189, 0.017], [0.785, 1.815, -3.102], [0.873, 0.443, -2.640], [1.501, 2.333, -2.592], [-0.115, 2.172, -2.771], [1.844, 0.148, -2.740], [0.299, -0.128, -3.260]], "atomic_forces_ev_per_a": [[2.881, -0.938, -0.250], [-0.486, -0.114, -0.430], [0.436, 0.182, 0.494], [0.129, -0.091, -0.499], [-0.222, 0.096, 0.174], [-0.180, -0.549, 2.140], [1.603, 0.470, -0.793], [-1.421, -0.055, -0.950], [-0.385, -0.257, 0.272], [0.165, 0.185, -0.287], [-1.824, 0.058, -1.396], [-0.379, -0.179, 0.208], [0.784, -0.073, -0.401], [-0.315, 0.000, -0.101], [0.450, 0.311, -0.151], [-0.154, -0.277, -0.132], [0.242, 0.216, -0.183], [-0.204, 0.152, 1.298], [0.235, 0.406, -0.104], [-0.634, -0.198, 0.106], [-0.093, 0.186, -0.295], [0.021, -0.022, -0.007], [-0.013, 0.029, 0.100], [0.008, 0.099, -0.004], [0.090, 0.206, -0.485], [-0.698, 0.358, 1.121], [-0.234, -0.201, 0.055], [0.235, -0.167, 0.189], [-0.270, 0.010, 0.169], [0.234, 0.160, 0.142]], "nbo_charge": [1.12, -0.53, 0.38, 0.35, -0.58, 0.23, 0.24, -0.71, 0.36, -0.56, -0.71, 0.08, 0.18, -0.29, -0.13, -0.22, 0.14, -0.50, 0.73, -0.67, -0.80, 0.24, 0.22, 0.25, -0.68, -0.65, 0.36, 0.38, 0.39, 0.37], "homo_energy_ev": [-4.3, -4.3], "de_lowest_kcal_mol": 40.1, "orbital_gap_ha": [0.2172, 0.2161], "total_charge": -1, "energy_ev": -103612.24126}

---

3.
{"formula": "C11H7ClF6O", "method": "the ωB97M-V functional and the def2-TZVPD basis", "species": ["O", "C", "C", "C", "C", "F", "F", "F", "C", "F", "F", "F", "C", "C", "C", "C", "C", "C", "Cl", "H", "H", "H", "H", "H", "H", "H"], "positions_angstrom": [[-2.254, -1.687, -0.078], [-1.486, -0.464, -0.015], [-1.114, -0.133, -1.426], [-0.338, 0.948, -1.866], [0.206, 2.002, -0.960], [1.246, 1.508, -0.228], [0.589, 3.193, -1.521], [-0.783, 2.365, -0.078], [-0.048, 1.120, -3.354], [1.288, 1.455, -3.481], [-0.283, -0.031, -4.095], [-0.812, 2.125, -3.863], [-0.322, -0.661, 0.946], [0.749, -1.497, 0.567], [1.830, -1.710, 1.434], [1.810, -1.187, 2.725], [0.766, -0.362, 3.128], [-0.263, -0.049, 2.225], [-1.515, 1.009, 2.798], [-2.412, -2.001, 0.833], [-2.148, 0.350, 0.318], [-1.546, -0.756, -2.162], [0.797, -1.899, -0.447], [2.664, -2.284, 1.088], [2.609, -1.422, 3.387], [0.769, 0.068, 4.125]], "atomic_forces_ev_per_a": [[0.136, 0.169, 0.307], [-0.488, -0.226, 0.509], [2.444, 3.374, -0.375], [-1.923, -2.832, -0.362], [-0.102, 1.068, 1.405], [-0.579, 0.801, -0.609], [-0.147, -1.709, 0.168], [0.788, -0.364, -0.280], [0.303, -0.329, 0.210], [-1.650, -0.427, -0.428], [0.360, 1.853, 1.023], [0.903, -0.922, -0.029], [0.538, 0.349, 0.485], [0.296, 0.642, 0.500], [-1.108, 0.247, -0.233], [-0.674, 0.193, -0.784], [-0.024, 0.072, -0.486], [0.301, -1.072, -0.289], [-0.070, -0.005, -0.138], [0.148, 0.316, -0.616], [0.268, -0.174, 0.180], [-0.187, -0.723, -0.778], [-0.197, 0.036, 0.331], [0.322, -0.313, -0.040], [0.466, -0.011, 0.504], [-0.121, -0.013, -0.180]], "nbo_charge": [-0.71, 0.00, -0.03, -0.25, 0.97, -0.31, -0.31, -0.33, 0.98, -0.32, -0.32, -0.31, -0.09, -0.17, -0.21, -0.19, -0.23, -0.02, 0.01, 0.48, 0.23, 0.24, 0.22, 0.22, 0.22, 0.23], "homo_energy_ev": -9.5, "de_lowest_kcal_mol": 0.0, "orbital_gap_ha": 0.3496, "energy_ev": -42395.31225, "smiles": "O[C@H](C=C(C(F)(F)F)C(F)(F)F)c1ccccc1Cl"}

---

4.
{"formula": "C11H7CoF5NO6S3", "method": "the ωB97M-V functional and the def2-TZVPD basis", "species": ["Co", "O", "S", "O", "O", "C", "C", "C", "C", "C", "C", "S", "O", "O", "O", "H", "H", "H", "H", "S", "C", "C", "N", "C", "H", "H", "H", "F", "C", "F", "C", "F", "F", "F"], "positions_angstrom": [[-0.018, -1.193, 0.296], [2.756, 1.698, 1.807], [1.401, 1.254, 1.581], [0.524, 1.266, 2.721], [1.421, -0.045, 0.852], [0.721, 2.477, 0.427], [1.439, 3.666, 0.359], [0.999, 4.723, -0.423], [-0.171, 4.608, -1.153], [-0.897, 3.430, -1.102], [-0.459, 2.367, -0.321], [-1.443, 0.890, -0.442], [-2.776, 1.308, -0.801], [-1.383, 0.195, 0.870], [-0.775, 0.032, -1.427], [2.352, 3.737, 0.932], [1.578, 5.637, -0.456], [-0.524, 5.429, -1.764], [-1.816, 3.317, -1.660], [-3.836, -3.444, 0.102], [-2.669, -4.371, 0.945], [-1.482, -3.726, 0.940], [-1.489, -2.512, 0.289], [-2.670, -2.241, -0.196], [-2.905, -5.323, 1.388], [-0.564, -4.079, 1.377], [-2.897, -1.335, -0.738], [1.045, -2.296, -1.989], [1.214, -2.430, -0.628], [0.950, -3.783, -0.380], [2.728, -2.325, -0.405], [3.221, -1.167, -0.841], [3.024, -2.462, 0.898], [3.401, -3.303, -1.057]], "atomic_forces_ev_per_a": [[0.410, -0.506, -0.030], [-0.035, -0.021, 0.025], [0.093, 0.118, 0.053], [0.013, -0.018, 0.048], [-0.032, 0.143, -0.172], [-0.049, -0.028, -0.048], [-0.076, -0.025, -0.036], [0.056, 0.035, 0.021], [-0.046, 0.020, -0.042], [0.043, -0.010, 0.046], [0.144, 0.004, 0.123], [-0.290, 0.069, 0.141], [0.015, 0.025, -0.033], [0.001, 0.183, -0.139], [-0.016, -0.003, -0.038], [0.006, 0.008, 0.001], [-0.011, -0.005, -0.007], [0.013, 0.001, 0.009], [0.005, -0.005, 0.008], [-0.016, 0.039, -0.022], [-0.017, -0.016, -0.003], [0.021, 0.068, -0.002], [-0.197, -0.073, -0.093], [0.082, -0.073, -0.023], [0.005, 0.012, -0.007], [0.017, 0.004, 0.014], [-0.020, -0.028, 0.008], [-0.002, -0.034, -0.064], [-0.218, 0.211, 0.282], [0.039, -0.074, 0.021], [-0.023, 0.053, 0.026], [0.033, -0.045, -0.011], [0.015, -0.002, -0.031], [0.036, -0.031, -0.024]], "nbo_charge": [1.06, -0.98, 2.42, -0.97, -1.04, -0.21, -0.22, -0.21, -0.22, -0.18, -0.36, 2.39, -0.98, -1.00, -1.01, 0.25, 0.21, 0.21, 0.24, 0.45, -0.47, -0.02, -0.48, -0.11, 0.24, 0.24, 0.26, -0.36, 0.32, -0.39, 0.90, -0.31, -0.33, -0.34], "homo_energy_ev": [-6.3, -6.1], "de_lowest_kcal_mol": 0.0, "orbital_gap_ha": [0.3143, 0.3066], "total_charge": -1, "energy_ev": -109019.23816, "spin_multiplicity": 2, "s_squared": 0.760}